1.
87
Properties=species:S:1:pos:R:3:forces:R:3 method="wB97M-V/def2-TZVPD" multiplicity=3 total_charge=-2 lumo_ev="3.92 / 3.92" gap_ev="3.15 / 5.83" fmax_ev_per_a=0.25
V 0.4760 0.2777 1.4864 -0.153 -0.160 -0.100
C -6.3227 1.1344 1.2136 -0.009 0.001 0.006
O -6.0625 0.8300 2.5586 0.017 0.000 -0.016
C -4.7262 0.6376 2.8956 -0.031 -0.005 0.062
C -4.4544 0.3792 4.2310 0.004 0.004 -0.010
C -3.1413 0.1677 4.6235 0.018 0.010 -0.013
C -2.0393 0.2066 3.7286 0.078 -0.028 -0.021
C -0.7092 -0.0197 4.1644 -0.002 -0.039 -0.046
C -0.3249 -0.0114 5.6139 0.045 -0.060 -0.023
O 0.3041 -0.2986 3.3628 -0.073 0.221 -0.001
C -2.3494 0.4949 2.3460 -0.025 0.013 -0.034
O -1.4439 0.6253 1.4121 0.044 -0.001 0.045
C -3.6873 0.6895 1.9732 0.012 -0.004 -0.073
H -7.4020 1.2629 1.1274 -0.005 0.001 0.000
H -6.0022 0.3293 0.5434 -0.003 -0.001 -0.002
H -5.8241 2.0580 0.9006 0.000 0.001 0.000
H -5.2689 0.3351 4.9444 0.002 -0.002 0.001
H -2.9573 -0.0608 5.6659 0.003 0.000 0.004
H -1.0653 0.4631 6.2565 -0.011 0.012 0.000
H 0.6160 0.5400 5.7043 -0.003 -0.027 0.014
H -0.1407 -1.0294 5.9912 -0.015 0.012 0.031
H -3.8521 0.9161 0.9282 0.006 -0.004 0.008
O 1.3074 3.6070 -0.7930 -0.001 -0.023 0.006
C 0.9637 2.8045 0.0712 -0.021 -0.072 -0.034
O 0.7841 1.5396 -0.1411 0.004 0.043 0.067
C 0.7983 3.2350 1.5688 0.029 -0.162 0.098
O 0.8012 4.4241 1.8588 0.006 0.052 0.014
O 0.7242 2.2315 2.3540 -0.007 0.078 -0.074
C -1.4143 -2.4835 -0.0317 0.004 0.010 0.000
C 0.0504 -2.5418 0.4194 0.051 -0.071 0.086
C 0.9280 -3.1157 -0.6994 0.002 0.029 0.018
C 0.1589 -3.4360 1.6639 -0.014 0.000 -0.024
N 0.4785 -1.2232 0.7660 0.019 0.245 0.011
H -1.7773 -3.4831 -0.2966 -0.008 -0.005 0.000
H -1.5083 -1.8248 -0.8958 -0.006 -0.006 0.005
H -2.0306 -2.0746 0.7709 -0.003 0.002 -0.011
H 0.8520 -2.4886 -1.5893 0.003 -0.012 -0.004
H 0.6211 -4.1358 -0.9544 0.000 -0.003 -0.005
H 1.9721 -3.1320 -0.3756 0.001 -0.005 -0.017
H -0.2528 -4.4318 1.4655 0.002 -0.001 0.011
H -0.3886 -2.9746 2.4879 0.001 -0.012 0.010
H 1.2048 -3.5433 1.9626 -0.016 -0.003 -0.010
C 0.4809 -1.3264 -5.2928 -0.032 0.018 -0.008
C -0.3939 -0.1373 -4.9027 0.018 -0.008 0.021
C -1.8646 -0.5007 -5.0899 0.033 -0.007 -0.012
Sb -0.0314 0.3598 -2.7850 -0.012 0.049 0.050
C -1.0191 2.2991 -2.7392 0.009 -0.008 -0.060
C -1.2967 2.9522 -4.0888 0.015 -0.009 0.059
C -2.2779 2.1961 -1.8810 0.052 0.032 0.012
C 2.0091 1.0958 -3.0053 -0.005 -0.058 -0.049
C 2.4074 1.6161 -4.3802 -0.011 -0.001 0.028
C 2.9780 0.0340 -2.4915 -0.006 0.041 0.001
H 0.3059 -1.6320 -6.3338 0.004 -0.007 0.006
H 0.2581 -2.1904 -4.6582 0.001 0.001 -0.001
H 1.5451 -1.1127 -5.1824 0.015 -0.011 -0.003
H -0.1438 0.7242 -5.5286 -0.005 -0.002 -0.017
H -2.1325 -1.3502 -4.4530 0.000 0.006 -0.001
H -2.0796 -0.7904 -6.1280 -0.006 0.002 0.008
H -2.5330 0.3205 -4.8271 -0.016 0.006 0.003
H -0.2822 2.9052 -2.2097 -0.015 -0.004 0.013
H -2.0073 2.3813 -4.6919 -0.013 -0.007 -0.013
H -0.3869 3.0778 -4.6792 -0.002 -0.002 -0.011
H -1.7294 3.9489 -3.9371 -0.003 -0.002 -0.005
H -3.0272 1.5419 -2.3422 -0.005 -0.009 0.005
H -2.7368 3.1842 -1.7524 -0.002 -0.008 -0.003
H -2.0475 1.8015 -0.8878 -0.016 -0.019 -0.009
H 1.9988 1.9310 -2.3047 -0.011 0.027 0.023
H 2.3870 0.8365 -5.1467 0.001 0.007 -0.006
H 3.4300 2.0147 -4.3523 0.003 -0.001 -0.004
H 1.7532 2.4248 -4.7110 -0.002 0.003 -0.001
H 2.9931 -0.8518 -3.1370 0.001 0.002 0.004
H 2.6955 -0.2945 -1.4882 0.003 -0.012 0.014
H 4.0035 0.4251 -2.4494 -0.001 -0.013 -0.002
S 5.2066 0.7764 1.1251 0.025 -0.021 -0.050
C 3.5049 1.0864 1.0178 0.021 -0.002 0.063
N 2.7457 0.3011 1.6942 -0.015 -0.018 -0.088
C 3.4914 -0.6538 2.3745 0.080 -0.052 0.005
C 2.9694 -1.6503 3.1987 -0.085 -0.028 0.034
C 3.8486 -2.5347 3.7889 0.029 -0.013 0.009
C 5.2319 -2.4442 3.5773 -0.024 0.047 -0.029
C 5.7590 -1.4559 2.7696 0.003 -0.050 0.056
C 4.8725 -0.5633 2.1722 0.017 0.107 -0.025
H 3.1363 1.8894 0.3959 -0.008 -0.001 0.008
H 1.8977 -1.6719 3.3632 0.032 0.003 0.004
H 3.4618 -3.3147 4.4331 -0.006 0.001 -0.001
H 5.8969 -3.1527 4.0562 -0.001 -0.008 -0.001
H 6.8264 -1.3766 2.6063 -0.002 0.002 -0.004


2.
109
Properties=species:S:1:pos:R:3:forces:R:3 method="wB97M-V/def2-TZVPD" total_charge=+3 lumo_ev=-10.16 gap_ev=6.14 fmax_ev_per_a=0.60
Ti 0.3410 1.4086 0.8718 -0.455 0.377 0.091
C 2.5200 0.6335 3.4552 0.002 0.011 -0.045
C 1.2303 1.2644 3.9419 -0.012 -0.021 -0.015
N 0.1294 0.9778 2.9851 -0.052 0.067 0.010
C -1.1678 1.5587 3.4265 -0.005 -0.001 -0.007
C -2.1881 1.4382 2.3137 -0.010 0.110 -0.073
N -1.7132 2.0535 1.0323 0.067 -0.153 0.003
C -2.2239 3.4467 0.8320 0.041 -0.020 -0.037
C -1.9106 4.3695 1.9912 -0.009 -0.002 -0.008
C -0.4161 4.5886 2.2431 -0.004 -0.005 -0.004
N 0.4783 3.6813 1.4649 0.077 -0.092 -0.173
C 1.8779 4.1160 1.6829 -0.008 -0.001 0.001
C 2.7442 3.2509 0.8161 -0.020 0.018 0.001
N 2.4614 1.8255 1.1462 0.035 -0.203 0.005
C 3.2416 1.4432 2.3931 0.015 0.005 -0.016
H 2.3318 -0.3904 3.1245 0.002 -0.054 -0.047
H 3.2098 0.5519 4.2970 -0.001 -0.013 -0.005
H 1.3173 2.3473 4.0465 0.004 -0.001 -0.002
H 0.9485 0.8631 4.9174 -0.002 0.008 0.006
H 0.0190 -0.0382 2.9823 -0.002 -0.007 -0.009
H -0.9818 2.5901 3.7106 -0.008 0.001 0.007
H -1.5312 1.0353 4.3139 0.006 -0.010 0.012
H -3.1379 1.8795 2.6193 -0.012 0.030 -0.043
H -2.3679 0.3916 2.1039 -0.001 0.277 -0.045
H -2.1497 1.4978 0.2917 -0.003 -0.048 -0.003
H -3.3071 3.3790 0.7136 -0.003 0.002 -0.008
H -1.8200 3.8156 -0.1127 0.001 0.004 0.015
H -2.4065 4.0059 2.8907 0.002 0.015 0.007
H -2.3821 5.3285 1.7784 0.001 -0.004 -0.020
H -0.1671 4.4800 3.2989 0.005 -0.010 -0.002
H -0.1440 5.6118 1.9740 0.001 0.007 0.020
H 0.2953 3.9249 0.4846 0.018 0.045 -0.016
H 2.1146 4.0175 2.7427 0.002 -0.006 0.000
H 2.0057 5.1689 1.4198 -0.003 0.002 0.003
H 3.8071 3.4636 0.9392 0.001 0.003 0.000
H 2.4824 3.4276 -0.2259 -0.011 0.009 -0.008
H 2.8514 1.2675 0.3814 0.027 -0.053 -0.015
H 3.5703 2.3775 2.8465 0.013 0.000 -0.005
H 4.1387 0.9184 2.0667 -0.015 -0.026 -0.011
C -0.5061 -6.4326 2.1871 -0.001 0.003 0.000
C 0.1195 -5.9732 0.8605 0.001 0.000 -0.006
C -0.6800 -6.5515 -0.3183 -0.005 -0.005 0.001
C 1.5555 -6.4906 0.7865 0.005 -0.004 0.001
C 0.0586 -4.4542 0.7873 0.029 -0.006 -0.003
C 1.1865 -3.6617 0.6324 -0.030 -0.024 0.018
C 1.0539 -2.2905 0.5765 -0.032 0.079 0.001
Br 2.6605 -1.3503 0.2511 0.022 0.144 0.240
C -0.1855 -1.6374 0.6777 -0.091 -0.030 0.029
O -0.1682 -0.2452 0.6308 0.343 -0.306 -0.054
C -1.3629 -2.4244 0.7825 -0.009 -0.090 0.021
C -1.1685 -3.7990 0.8519 -0.044 -0.003 -0.086
C -2.8166 -1.9383 0.9437 0.037 0.023 0.031
C -3.0195 -1.6712 2.4521 0.008 -0.168 0.059
C -3.1698 -0.7382 0.0366 0.057 0.012 0.023
C -3.8429 -3.0203 0.5519 -0.017 0.008 0.099
H -0.4696 -7.5202 2.2471 0.002 0.001 0.000
H -1.5524 -6.1362 2.2749 0.000 0.000 -0.002
H 0.0400 -6.0301 3.0421 0.000 0.000 -0.001
H -0.6481 -7.6403 -0.2793 0.000 0.001 0.000
H -0.2563 -6.2370 -1.2741 -0.002 0.000 0.002
H -1.7292 -6.2529 -0.2891 0.004 -0.005 0.000
H 1.5482 -7.5777 0.8540 0.000 -0.001 -0.002
H 2.1671 -6.1194 1.6117 -0.002 -0.001 -0.002
H 2.0371 -6.2296 -0.1584 -0.001 0.000 0.003
H 2.1699 -4.0994 0.5480 0.001 0.006 -0.005
H -2.0449 -4.4182 0.9515 0.021 0.000 -0.004
H -2.2148 -1.0847 2.9057 -0.047 -0.241 0.032
H -3.0322 -2.6187 2.9907 -0.009 -0.013 -0.011
H -3.9722 -1.1707 2.6360 -0.007 0.004 0.020
H -2.2937 -0.2249 -0.3503 0.078 0.121 0.003
H -3.8445 -0.0433 0.5417 -0.023 0.011 0.008
H -3.6973 -1.0865 -0.8487 0.016 0.016 0.030
H -3.8829 -3.8558 1.2479 0.006 -0.013 0.008
H -3.6547 -3.4010 -0.4532 -0.002 0.013 0.002
H -4.8343 -2.5653 0.5576 0.003 -0.001 -0.003
F 0.6285 5.2854 -6.6023 -0.001 0.001 0.009
C 0.6150 4.4893 -5.5635 0.003 0.013 -0.017
C 0.6856 3.1180 -5.7243 -0.001 -0.003 -0.013
F 0.7661 2.5890 -6.9248 0.002 0.000 0.007
C 0.6697 2.3010 -4.6057 0.004 -0.025 0.017
F 0.7364 0.9918 -4.8344 -0.018 -0.006 0.010
C 0.5820 2.7874 -3.2976 0.018 -0.033 -0.018
P 0.6380 1.4828 -1.9953 -0.047 0.235 0.049
C -0.7411 0.4088 -2.4947 -0.021 0.020 0.046
C -1.8959 0.9987 -3.0158 0.005 -0.018 0.028
C -2.9404 0.2057 -3.4684 0.006 -0.008 -0.010
C -2.8384 -1.1782 -3.4136 0.019 0.010 -0.022
C -1.7113 -1.7672 -2.8577 -0.009 -0.011 -0.009
C -0.6736 -0.9794 -2.3819 0.004 -0.051 0.008
C 2.2301 0.6837 -2.3838 0.010 0.034 -0.021
C 3.3779 1.4024 -2.0344 -0.027 0.020 -0.015
C 4.6407 0.8827 -2.2722 0.006 -0.024 0.006
C 4.7700 -0.3638 -2.8731 -0.003 -0.006 0.000
C 3.6362 -1.0583 -3.2672 -0.015 0.015 -0.024
C 2.3702 -0.5401 -3.0301 0.037 -0.006 -0.098
C 0.5082 4.1791 -3.1743 -0.012 0.013 0.014
Br 0.3661 5.1144 -1.5377 0.018 -0.024 0.033
C 0.5250 5.0122 -4.2804 -0.002 -0.013 0.015
F 0.4525 6.3243 -4.1400 0.000 -0.001 -0.002
H -1.9716 2.0754 -3.1142 0.014 0.022 -0.010
H -3.8203 0.6696 -3.8940 0.001 0.001 0.002
H -3.6371 -1.7948 -3.8045 0.001 0.000 -0.001
H -1.6287 -2.8455 -2.8060 -0.007 0.001 0.006
H 0.1982 -1.4602 -1.9585 -0.097 0.018 0.028
H 3.2963 2.4120 -1.6486 0.013 -0.017 -0.005
H 5.5211 1.4597 -2.0208 -0.003 -0.001 0.001
H 5.7524 -0.7740 -3.0647 0.000 0.001 -0.001
H 3.7338 -2.0061 -3.7796 0.002 -0.001 0.000
H 1.5081 -1.0866 -3.3831 0.110 0.050 -0.031


The calculation returns the following ΔE to the lowest compared entry with this formula, charge and spin values, one per record and in order: 0.000; 0.002 eV.